# 1
{
  "formula": "C2H8N2",
  "method": "ωB97M-V/def2-TZVPD",
  "e_above_lowest_kcal_mol": 18.4,
  "molar_mass_da": 60.1,
  "total_energy_ev": -5182.9400,
  "smiles": "NCCN",
  "charge": 0,
  "homo_energy_ev": -9.12,
  "symbols": ["C", "C", "H", "H", "H", "H", "H", "H", "H", "H", "N", "N"],
  "xyz": [[-0.56629, -0.46342, -0.17628], [0.57013, 0.49404, 0.03740], [-2.02307, 0.29680, 1.04963], [-2.02063, 0.82728, -0.61142], [-0.51121, -0.73444, -1.20283], [-0.43972, -1.35137, 0.52314], [0.35581, 0.99925, 1.01195], [0.55475, 1.29669, -0.76268], [2.52762, 0.53109, -0.28812], [2.04100, -0.52688, 1.05420], [-1.89806, 0.02015, 0.06494], [1.82555, -0.23760, -0.05645]],
  "mulliken_charge": [-0.5452, -0.4484, 0.2403, 0.2416, 0.3352, 0.2899, 0.2609, 0.2994, 0.2712, 0.2638, -0.5805, -0.6281]
}

=====

# 2
{
  "formula": "C23H38N5O15",
  "method": "ωB97M-V/def2-TZVPD",
  "molar_mass_da": 624.6,
  "total_energy_ev": -62624.3219,
  "charge": 1,
  "homo_energy_ev": -12.39,
  "symbols": ["C", "C", "C", "C", "N", "C", "N", "N", "C", "N", "C", "N", "C", "H", "H", "H", "H", "H", "H", "H", "H", "H", "H", "H", "H", "H", "H", "H", "H", "H", "H", "C", "C", "O", "C", "O", "O", "H", "H", "H", "H", "C", "C", "O", "C", "O", "O", "H", "H", "H", "H", "C", "C", "O", "C", "O", "O", "H", "H", "H", "H", "C", "C", "O", "C", "O", "O", "H", "H", "H", "H", "C", "C", "O", "C", "O", "O", "H", "H", "H", "H"],
  "xyz": [[0.07206, 1.00833, -1.14498], [-0.96219, 2.11776, -0.88106], [-0.60658, 3.43617, -1.55177], [-1.26860, 4.65279, -0.87774], [-0.84112, 3.43762, -3.01384], [-1.72355, 2.78892, -3.81847], [-2.68175, 1.91169, -3.40601], [-1.54472, 3.14143, -5.09219], [-0.55903, 4.02473, -5.07436], [-0.10266, 4.21170, -3.83927], [1.01435, 5.12910, -3.49325], [2.31262, 4.64500, -3.90530], [3.11640, 4.11184, -2.79200], [0.82282, 1.07869, -0.35715], [-0.36271, 0.01801, -1.05891], [0.59319, 1.13188, -2.09737], [-0.92237, 2.32308, 0.19106], [-1.97852, 1.79624, -1.08274], [0.47267, 3.55023, -1.42978], [-0.65660, 4.91453, -0.01589], [-2.28676, 4.43557, -0.56393], [-1.26227, 5.50767, -1.55546], [-2.45398, 1.01142, -3.02689], [-3.65024, 2.16455, -3.48935], [-0.12907, 4.54883, -5.91333], [0.78091, 6.07385, -3.98551], [0.97894, 5.31138, -2.42260], [2.18745, 3.91198, -4.59263], [3.07225, 4.78081, -1.93389], [4.16279, 4.04566, -3.07965], [2.76774, 3.12403, -2.46942], [-2.06583, -4.55226, 0.03835], [-2.56425, -3.65025, -1.06907], [-2.00060, -2.37700, -0.69049], [-0.92392, -2.61349, 0.09619], [-0.15137, -1.76979, 0.44436], [-0.84455, -3.90474, 0.43233], [-1.86444, -5.56981, -0.28869], [-2.73437, -4.57504, 0.89941], [-2.16745, -3.92993, -2.04547], [-3.64699, -3.58426, -1.12403], [-3.66262, 2.36531, 1.89324], [-3.34303, 0.89028, 2.04587], [-4.40471, 0.43843, 2.88277], [-5.45768, 1.28872, 2.74366], [-6.54316, 1.09855, 3.16987], [-5.07966, 2.38925, 2.03640], [-3.37857, 2.76847, 0.92374], [-3.21505, 2.97348, 2.68205], [-3.38775, 0.35120, 1.09599], [-2.38220, 0.70048, 2.51848], [5.19684, 0.84380, 0.45906], [4.66498, 0.18171, 1.71485], [3.76680, 1.18016, 2.22328], [3.38135, 1.96708, 1.20013], [2.51075, 2.77960, 1.25780], [4.10813, 1.70617, 0.09318], [5.40780, 0.14574, -0.34583], [6.07808, 1.45715, 0.64939], [4.09548, -0.72430, 1.50185], [5.43305, -0.03823, 2.45046], [1.83526, -6.68636, 1.29929], [1.22428, -7.77267, 2.16062], [0.00121, -8.05407, 1.46433], [0.14582, -7.67103, 0.17962], [-0.65006, -7.87667, -0.68340], [1.29154, -6.97996, 0.00655], [2.92128, -6.71411, 1.26849], [1.50296, -5.69195, 1.59175], [1.82999, -8.68011, 2.18471], [1.01188, -7.44773, 3.17504], [-0.14450, -1.31049, 3.87102], [1.21099, -1.21809, 3.19897], [1.71370, -2.55098, 3.35046], [0.66021, -3.38621, 3.50331], [0.72631, -4.57294, 3.47037], [-0.48200, -2.68760, 3.68002], [-0.89966, -0.67555, 3.41551], [-0.09750, -1.10501, 4.94141], [1.13125, -0.99528, 2.13310], [1.88056, -0.50520, 3.67340]],
  "mulliken_charge": [-0.8312, -0.5246, 0.3371, -1.7145, 0.8190, 0.3573, -0.2806, -0.5805, -0.0550, -0.3305, -0.8113, -0.2602, -0.9246, 0.0444, -0.1120, 0.3910, 0.4595, 0.4379, 0.2406, 0.4238, 0.3860, 0.4324, 0.2284, 0.1963, 0.4405, 0.4408, 0.4722, 0.2926, 0.3284, 0.3599, 0.2964, -0.2337, -0.4040, -0.3223, 0.4908, -0.4432, -0.2084, 0.1669, 0.2697, 0.2772, 0.3443, 0.0718, 0.1875, -0.3693, 0.5647, -0.4959, -0.3671, -0.0107, 0.2948, 0.2376, -0.1638, -0.3663, -0.2851, -0.3224, 0.7153, -0.5439, -0.2870, 0.3127, 0.2789, 0.1836, 0.3496, 0.2200, -0.3236, -0.3374, 0.6818, -0.5717, -0.3390, 0.3263, -0.1767, 0.2917, 0.2650, 0.3742, 0.1280, -0.3738, 0.6143, -0.5691, -0.3186, -0.4326, 0.3935, -0.1401, 0.4055]
}

=====

# 3
{
  "formula": "H14O7",
  "method": "ωB97M-V/def2-TZVPD",
  "e_above_lowest_kcal_mol": 159.7,
  "molar_mass_da": 126.1,
  "total_energy_ev": -14554.5363,
  "charge": 0,
  "homo_energy_ev": -8.96,
  "symbols": ["H", "H", "H", "H", "H", "H", "H", "H", "H", "H", "H", "H", "H", "H", "O", "O", "O", "O", "O", "O", "O"],
  "xyz": [[-0.22002, -1.38136, -0.23959], [0.56519, -0.59011, -1.27275], [3.78354, -0.99690, -0.17913], [3.79743, -2.32001, 0.56869], [-0.48832, -1.87571, -1.85861], [-0.52285, -3.39246, -1.76735], [1.66178, 0.39792, 2.07925], [0.75310, 0.33674, 3.29605], [-2.11332, 2.72918, 0.85863], [-1.92912, 2.82940, -0.64671], [2.12816, 2.81123, -1.37898], [0.81597, 3.45805, -0.96686], [-4.57805, -1.75133, 0.52624], [-4.97113, -0.28884, 0.65531], [0.64342, -1.33437, -0.66535], [4.37383, -1.70580, 0.10018], [-0.18765, -2.61124, -1.31310], [1.67472, 0.24191, 3.03029], [-1.46911, 2.97956, 0.18685], [1.61848, 3.62371, -1.47434], [-5.33607, -1.15956, 0.46129]],
  "mulliken_charge": [0.3765, 0.3004, 0.2959, 0.3231, 0.2963, 0.2041, 0.3073, 0.3080, 0.2933, 0.3171, 0.3068, 0.3235, 0.3193, 0.3080, -0.6245, -0.6227, -0.5484, -0.6184, -0.6015, -0.6371, -0.6271]
}

=====

# 4
{
  "formula": "C15H39N2NaO10S",
  "method": "ωB97M-V/def2-TZVPD",
  "molar_mass_da": 462.5,
  "total_energy_ev": -54888.8648,
  "charge": -2,
  "homo_energy_ev": 0.25,
  "symbols": ["Na", "S", "O", "O", "O", "O", "C", "C", "O", "H", "H", "H", "H", "H", "C", "O", "H", "H", "H", "H", "C", "O", "C", "C", "N", "C", "C", "O", "C", "H", "H", "H", "H", "H", "H", "H", "H", "H", "H", "H", "H", "H", "H", "H", "C", "O", "C", "C", "N", "C", "C", "O", "C", "H", "H", "H", "H", "H", "H", "H", "H", "H", "H", "H", "H", "H", "H", "H"],
  "xyz": [[-26.55717, -23.81921, 38.56921], [-25.39133, -26.67178, 37.69377], [-26.67881, -26.06846, 37.26985], [-24.33805, -25.76353, 37.18558], [-25.26913, -26.78416, 39.16232], [-25.19853, -27.99230, 37.00540], [-25.72293, -20.77423, 36.48364], [-25.76203, -22.05884, 35.65401], [-25.41446, -23.23175, 36.36491], [-26.58653, -20.63328, 37.13359], [-25.66034, -19.81706, 35.96595], [-24.87724, -20.80064, 37.17083], [-25.00128, -21.88435, 34.89315], [-26.74073, -22.09970, 35.17591], [-24.17041, -25.00357, 41.72510], [-24.70454, -24.76912, 40.43803], [-24.88296, -25.65592, 42.22990], [-23.21054, -25.51297, 41.63982], [-23.98031, -24.05960, 42.23586], [-24.73141, -25.60084, 39.95934], [-27.14269, -21.35427, 40.74740], [-26.85085, -22.72119, 40.62611], [-27.35301, -23.55465, 41.72965], [-28.77692, -24.10442, 41.32695], [-28.41667, -24.98085, 40.16869], [-29.47288, -25.13190, 39.09599], [-29.92572, -23.89042, 38.43309], [-28.98955, -22.87723, 38.15145], [-29.56396, -21.67990, 37.85948], [-26.71870, -20.84767, 39.88039], [-26.78473, -20.85967, 41.65036], [-28.20777, -21.15153, 40.85969], [-27.28828, -23.05912, 42.69834], [-26.78793, -24.47939, 41.84639], [-29.46639, -23.34768, 40.95267], [-29.11912, -24.55541, 42.25841], [-28.02208, -25.87818, 40.41200], [-30.34663, -25.66479, 39.47105], [-28.91198, -25.76504, 38.40852], [-30.72214, -23.45732, 39.03828], [-30.30299, -24.23566, 37.47050], [-28.73700, -20.98261, 37.72515], [-30.27250, -21.23506, 38.55819], [-30.07455, -21.71264, 36.89703], [-21.05236, -25.99122, 34.59223], [-21.40627, -25.37067, 35.87993], [-20.32963, -24.57933, 36.45026], [-20.68873, -23.66681, 37.63647], [-22.01300, -23.14143, 37.39930], [-22.84851, -22.95407, 38.65659], [-22.16333, -22.16228, 39.77602], [-21.73484, -20.98666, 39.14338], [-21.24211, -20.06532, 40.14259], [-20.25696, -26.73507, 34.63813], [-20.63411, -25.27425, 33.88574], [-21.91364, -26.46944, 34.12574], [-19.81281, -23.90455, 35.76786], [-19.53949, -25.26062, 36.76585], [-19.95090, -22.88645, 37.82290], [-20.68017, -24.32772, 38.50320], [-21.94081, -22.19140, 37.06417], [-22.88394, -23.95661, 39.08290], [-23.86206, -22.65489, 38.38955], [-21.32124, -22.70344, 40.20746], [-22.92746, -22.04864, 40.54497], [-20.31589, -20.33275, 40.65121], [-21.91109, -19.88105, 40.98319], [-21.26754, -19.09535, 39.64597]],
  "mulliken_charge": [0.5206, 0.8124, -0.6052, -0.4820, -0.8659, -0.7879, -0.3004, -0.5657, -0.5724, -0.2681, 0.4746, -0.0145, 0.2716, 0.1301, -1.0926, 0.1151, 0.3069, 0.3093, 0.2371, 0.3306, -0.8966, 0.1037, -0.3602, -0.7427, 0.0673, -1.1800, -0.5438, 0.1278, -0.8621, 0.2214, 0.2824, 0.2807, 0.4677, -0.0966, 0.2912, 0.3060, 0.1780, 0.3365, 0.4715, 0.4951, 0.3726, 0.1056, 0.3583, 0.3119, -0.8805, -0.0621, -0.8258, -0.4580, -0.0971, -0.0627, -0.6343, -0.3198, -0.9434, 0.3284, 0.3396, 0.2431, 0.3545, 0.3692, 0.2486, 0.2506, 0.2562, 0.3084, -0.3706, 0.4257, 0.5396, 0.3112, 0.3357, 0.2942]
}